1.
76
Properties=species:S:1:pos:R:3:forces:R:3 method="wB97M-V/def2-TZVPD" total_charge=-2 energy_ev=-178286.304 lumo_energy_ha="0.140 / 0.140"
Na -0.6274 -0.5347 0.2720 -0.828 -0.511 -0.698
C 3.7544 -1.1358 -0.9459 0.000 -0.016 0.043
C 2.2554 -1.0548 -0.9064 -0.084 -0.035 -0.013
N 1.5609 -0.9358 0.1631 0.554 0.004 0.160
N 2.1861 -0.9030 1.3708 -0.024 -0.019 -0.181
C 1.2892 -0.7004 2.3474 0.114 0.019 0.170
O 0.0639 -0.4859 2.2594 0.432 -0.048 0.633
C 1.8982 -0.7428 3.7323 -0.042 0.017 0.004
C 1.0505 -0.6465 4.8309 0.033 0.010 -0.018
C 1.5592 -0.6854 6.1210 -0.005 -0.002 0.008
C 2.9258 -0.8164 6.3264 0.018 -0.002 0.032
C 3.7780 -0.9109 5.2331 0.011 -0.005 0.019
C 3.2675 -0.8767 3.9444 -0.011 -0.003 -0.005
C 1.4783 -1.1275 -2.1695 0.056 -0.036 -0.029
C 2.1216 -1.2058 -3.4087 -0.053 -0.010 0.061
C 1.3596 -1.2802 -4.5624 -0.017 -0.002 -0.010
C -0.0205 -1.2801 -4.4602 -0.008 -0.011 -0.012
C -0.5764 -1.2025 -3.1879 -0.036 -0.040 -0.080
N 0.1390 -1.1270 -2.0820 0.225 0.101 0.119
H 4.1279 -1.1197 0.0748 -0.004 0.001 -0.011
H 4.1826 -0.2915 -1.4942 -0.005 0.007 0.000
H 4.0902 -2.0537 -1.4365 -0.008 -0.008 0.002
H -0.0088 -0.5412 4.6398 -0.015 0.001 -0.007
H 0.8877 -0.6128 6.9688 0.003 0.001 0.001
H 3.3262 -0.8452 7.3338 -0.003 0.001 -0.007
H 4.8463 -1.0131 5.3869 0.004 0.000 0.005
H 3.9132 -0.9544 3.0813 0.007 0.002 -0.011
H 3.2011 -1.2073 -3.4625 0.006 0.003 -0.003
H 1.8427 -1.3395 -5.5313 -0.010 -0.001 0.008
H -0.6560 -1.3425 -5.3335 0.001 -0.004 0.007
H -1.6518 -1.2108 -3.0477 -0.032 0.008 -0.006
C -3.8697 -1.0854 0.0490 -0.018 -0.051 0.025
O -2.8487 -0.1198 -0.1722 -0.150 0.246 0.037
C -3.2028 1.2061 -0.1563 -0.022 0.003 -0.074
C -4.5416 1.6408 -0.0762 0.007 0.004 0.003
C -4.7575 3.0127 -0.0921 -0.010 -0.023 -0.004
Br -6.5710 3.6308 0.0186 -0.021 0.006 0.002
C -3.7616 3.9468 -0.1849 0.004 0.020 -0.005
C -2.4001 3.5179 -0.2728 0.068 -0.040 -0.018
C -2.1586 2.1050 -0.2482 -0.100 0.089 -0.032
O -0.8939 1.6058 -0.3293 0.069 0.541 -0.042
C -1.3358 4.4247 -0.3887 -0.067 -0.053 0.011
N -0.0184 4.1120 -0.4862 -0.045 -0.121 0.024
C 0.6572 5.2865 -0.5807 0.003 0.020 0.003
C 2.0234 5.5434 -0.7007 0.026 -0.045 0.003
C 2.4506 6.8678 -0.7805 0.021 0.040 -0.004
C 1.5558 7.9299 -0.7439 0.013 0.026 -0.001
C 0.1777 7.6947 -0.6232 0.001 0.033 -0.005
C -0.2423 6.3849 -0.5444 -0.025 -0.011 0.001
N -1.4903 5.8154 -0.4252 -0.013 -0.002 -0.003
H -4.5996 -1.0612 -0.7673 -0.005 -0.008 0.007
H -4.3791 -0.8894 0.9982 0.001 -0.006 -0.019
H -3.3514 -2.0500 0.0799 -0.028 0.002 -0.026
H -5.3616 0.9466 -0.0038 0.007 0.014 0.002
H -4.0170 4.9975 -0.1943 -0.003 -0.009 0.003
H -0.2698 2.3821 -0.3628 -0.063 -0.134 -0.055
H 2.7279 4.7223 -0.7251 0.009 -0.011 -0.001
H 3.5109 7.0746 -0.8716 0.012 0.004 -0.001
H 1.9218 8.9475 -0.8068 0.003 0.004 0.000
H -0.5285 8.5167 -0.5928 -0.007 0.008 0.001
H -2.3599 6.3059 -0.3553 -0.005 0.002 0.004
C -2.0382 -6.6666 -0.2634 -0.009 0.031 0.006
Ge -0.8154 -5.1254 -0.5755 0.002 0.004 -0.057
C -0.6602 -5.0844 -2.5622 0.011 -0.002 0.028
C 0.9669 -5.8412 -0.0214 -0.009 0.017 0.001
C -1.5334 -3.5050 0.1272 -0.009 0.085 -0.024
H -1.6883 -7.5664 -0.7763 0.013 -0.029 -0.019
H -3.0360 -6.4162 -0.6283 -0.024 -0.002 -0.009
H -2.1158 -6.8801 0.8043 0.000 -0.007 0.028
H -0.5169 -6.0902 -2.9672 0.009 -0.020 -0.022
H 0.1888 -4.4657 -2.8607 0.017 0.037 -0.013
H -1.5618 -4.6514 -2.9988 -0.027 0.001 -0.003
H 1.1420 -6.8327 -0.4495 0.019 -0.022 -0.008
H 1.0381 -5.9112 1.0654 -0.016 -0.012 0.022
H 1.7575 -5.1700 -0.3630 0.021 0.023 -0.005
H -0.7578 -3.0224 0.7514 0.058 -0.073 0.057

2.
76
Properties=species:S:1:pos:R:3:forces:R:3 method="wB97M-V/def2-TZVPD" total_charge=+1 energy_ev=-108073.010 lumo_energy_ha=-0.120
Sc 0.1933 -0.5628 0.8086 -0.178 0.477 0.099
C 0.6747 3.0286 -0.1127 0.045 0.002 -0.008
C 1.9385 2.2404 -0.2712 0.008 -0.005 0.028
C 3.1051 2.9519 -0.5612 -0.031 0.006 0.012
C 4.3102 2.3035 -0.6834 0.017 -0.012 -0.007
C 4.3308 0.9292 -0.5304 -0.008 0.012 0.019
C 3.1439 0.2725 -0.2537 0.000 0.041 0.034
N 1.9626 0.9029 -0.1111 -0.031 -0.091 -0.096
C 3.1733 -1.1896 -0.0060 0.039 -0.004 -0.023
C 4.2006 -1.9866 -0.4905 0.002 -0.037 0.001
C 4.2266 -3.3271 -0.1539 -0.018 0.027 0.003
C 3.2262 -3.8407 0.6496 0.012 0.017 -0.011
C 2.2054 -2.9982 1.0627 -0.021 -0.041 0.030
N 2.1808 -1.7012 0.7330 0.001 0.086 -0.054
C 1.0369 -3.5110 1.8152 0.062 0.020 -0.006
C 1.1211 -4.6664 2.5653 -0.043 -0.005 0.011
C -0.0402 -5.1667 3.1362 0.019 0.002 -0.015
C -1.2252 -4.5118 2.8944 -0.004 0.035 0.028
C -1.2376 -3.3277 2.1549 0.070 -0.027 -0.062
C -2.5489 -2.6673 1.8852 -0.030 0.058 0.035
N -0.1021 -2.8123 1.6587 -0.027 -0.014 0.044
H 0.8515 4.0569 -0.4236 -0.012 0.001 0.009
H -0.1394 2.6155 -0.6977 0.025 -0.007 0.015
H 0.3686 3.0310 0.9320 -0.013 -0.003 0.008
H 3.0406 4.0254 -0.6704 0.008 0.000 0.004
H 5.2215 2.8518 -0.8821 0.001 0.002 0.001
H 5.2630 0.3882 -0.5750 0.000 -0.006 -0.008
H 4.9558 -1.5743 -1.1411 0.005 0.009 0.008
H 5.0119 -3.9700 -0.5277 0.001 0.001 -0.002
H 3.2094 -4.8886 0.9047 -0.011 -0.013 0.006
H 2.0677 -5.1642 2.7094 0.016 -0.006 -0.005
H -0.0152 -6.0666 3.7357 -0.001 0.004 0.004
H -2.1617 -4.8929 3.2776 0.003 -0.001 0.007
H -3.2882 -3.4283 1.6316 0.006 0.007 -0.008
H -2.8984 -2.1376 2.7704 -0.013 0.001 0.020
H -2.4963 -1.9372 1.0856 0.039 0.017 -0.008
C -3.2815 -2.4448 -1.8005 -0.011 0.006 0.005
N -2.5949 -1.3645 -2.4920 -0.002 -0.025 0.027
C -3.2039 -0.4883 -3.3642 0.014 0.081 -0.021
C -2.2669 0.3896 -3.7607 -0.003 -0.053 0.003
N -1.0858 0.0315 -3.1332 -0.057 0.098 0.013
C -1.2999 -1.0427 -2.3395 0.079 -0.088 -0.062
S -0.1843 -1.9178 -1.3716 -0.012 -0.079 -0.120
C 0.1337 0.7556 -3.3135 -0.041 -0.046 0.009
C 0.0817 2.1424 -3.2900 0.009 -0.078 -0.027
C 1.2588 2.8200 -3.5528 0.010 0.024 0.004
C 2.4142 2.0921 -3.7961 -0.008 0.032 -0.009
C 2.3427 0.7090 -3.7731 -0.016 -0.001 0.005
N 1.2131 0.0401 -3.5496 0.050 0.009 -0.013
H -4.2269 -2.6176 -2.3072 0.004 -0.018 -0.006
H -3.4696 -2.1510 -0.7717 -0.028 0.004 0.011
H -2.6743 -3.3455 -1.8315 0.016 0.014 0.008
H -4.2472 -0.5634 -3.6095 0.000 0.001 0.000
H -2.3191 1.2263 -4.4314 -0.012 0.000 -0.014
H -0.8444 2.6511 -3.0582 0.004 0.023 0.011
H 1.2755 3.9022 -3.5530 -0.001 0.001 -0.014
H 3.3540 2.5841 -4.0044 -0.003 0.007 -0.003
H 3.2230 0.1068 -3.9662 -0.002 -0.018 0.003
O -0.3491 0.9009 4.4838 -0.008 0.003 -0.019
S -0.5532 0.8913 3.0757 -0.016 -0.131 -0.001
O 0.6693 1.0944 2.2510 -0.011 -0.140 -0.047
O -1.1101 -0.3746 2.5199 -0.081 -0.003 0.013
C -1.7030 2.1977 2.6915 -0.028 0.034 -0.008
C -1.7883 3.1666 3.6843 -0.021 0.005 -0.036
C -2.6237 4.2645 3.5364 0.020 -0.012 0.036
C -3.3831 4.3979 2.3915 -0.015 0.001 -0.037
C -3.3020 3.4387 1.3914 0.013 0.000 0.024
C -2.4714 2.3347 1.5215 -0.003 0.015 0.022
S -2.5588 1.2092 0.1286 0.245 -0.029 0.082
O -2.9159 2.0071 -1.0131 -0.055 0.026 -0.025
O -3.4310 0.1210 0.4790 -0.047 0.004 -0.023
O -1.1413 0.7302 -0.0482 0.083 -0.215 0.094
H -1.2011 3.0433 4.5824 0.001 0.000 0.004
H -2.6785 5.0052 4.3224 0.006 -0.006 0.004
H -4.0421 5.2466 2.2673 0.000 -0.004 -0.011
H -3.8813 3.5422 0.4850 -0.008 0.004 0.004

3.
16
Properties=species:S:1:pos:R:3:forces:R:3 method="wB97M-V/def2-TZVPD" total_charge=0 energy_ev=-4341.083 smiles=CC.CC lumo_energy_ha=0.040
C -2.1436 0.3447 0.3956 -1.491 0.047 1.312
C -1.8808 1.7175 0.9742 1.934 1.478 1.270
H -2.9212 -0.0804 1.0958 -0.325 0.333 -1.737
H -2.3325 0.4105 -0.6663 -0.475 -0.632 -0.117
H -1.4119 -0.4048 0.6335 1.205 0.177 -0.339
H -2.5047 2.6426 0.7570 0.826 -1.397 -0.870
H -0.7524 1.9560 1.0274 -1.739 0.091 -0.577
H -2.1285 1.6377 2.0112 0.063 -0.108 1.059
C 2.6429 -1.3073 -0.3255 0.524 -0.150 -4.748
C 1.4518 -0.6853 -1.1517 -0.228 -3.464 1.510
H 2.8539 -2.2528 -0.9942 0.531 1.795 1.411
H 3.5463 -0.6145 -0.2519 -1.303 -1.159 0.110
H 2.2918 -1.7154 0.5488 -0.500 -0.510 2.401
H 0.7450 -0.1647 -0.6025 -1.255 1.037 1.826
H 0.8214 -1.4928 -1.6184 0.890 0.667 0.138
H 1.7225 0.0090 -1.8330 1.342 1.795 -2.650

4.
22
Properties=species:S:1:pos:R:3:forces:R:3 method="wB97M-V/def2-TZVPD" total_charge=+1 energy_ev=-11910.900 lumo_energy_ha="-0.176 / -0.147"
C 4.1847 0.5169 -0.1454 -1.771 -0.348 0.550
C 3.0027 0.1079 -0.0897 2.426 2.162 0.556
C 1.6452 -0.2479 -0.1345 -3.336 -0.913 -1.256
C 5.4825 0.9415 -0.0578 -1.912 -1.733 -0.656
C 0.1945 0.4443 0.4569 4.252 -2.203 0.267
C -1.9621 -0.4621 0.3282 -1.295 3.649 -0.830
C -3.9562 0.7059 -0.4566 -2.025 -0.438 -2.276
N 1.5300 -1.7396 -0.0854 -3.904 1.887 -2.274
N -0.6718 -0.5337 0.5876 -0.821 -0.306 0.359
N -2.5871 0.6915 -0.1878 4.194 -2.036 0.402
H 1.1345 0.1975 -1.0559 1.240 -0.924 -0.279
H 6.2306 0.2797 -0.3687 1.075 -0.757 -0.528
H 5.7549 1.7962 0.4406 0.389 2.008 0.933
H -0.1423 1.3875 0.1879 -0.181 1.679 -0.412
H -2.5472 -1.1351 0.8623 -1.302 -1.304 0.275
H -4.4203 -0.0416 0.1460 -0.624 -0.356 0.468
H -4.3581 1.6770 -0.2352 -0.330 0.363 0.178
H -4.2208 0.4612 -1.5523 0.524 0.350 1.531
H 2.3107 -2.1250 0.3191 2.050 -1.339 0.573
H -0.2972 -1.4250 0.9356 0.132 0.084 -0.292
H 1.0856 -2.2243 -0.9411 1.558 1.109 1.992
H -2.0165 1.3141 -0.7857 -0.341 -0.632 0.721